P.
# C4H14N

A cluster of 2 separate species, C4H14N in total (wB97M-V/def2-TZVPD, the OMol25 dataset).

CARTESIAN COORDINATES (ANGSTROEM)
C (0.8056, -0.3219, 0.9646)
C (2.2700, -0.4671, 1.2573)
N (0.4125, 1.1124, 1.4537)
H (0.7279, -0.5021, -0.1337)
H (0.1182, -0.9961, 1.4758)
H (2.7246, 0.3128, 2.0120)
H (2.9803, -0.1554, 0.4048)
H (1.1139, 1.7804, 1.0643)
H (-0.5077, 1.4217, 1.2088)
H (0.6401, 1.1742, 2.4903)
H (2.4299, -1.5168, 1.7234)
C (-2.1083, -0.7846, -1.2647)
C (-1.3144, 0.3092, -2.1149)
H (-2.7122, -1.3638, -1.8064)
H (-1.3312, -1.4381, -0.7996)
H (-2.6744, -0.1936, -0.5605)
H (-1.8008, 1.3410, -2.3342)
H (-1.4862, -0.0687, -3.0858)
H (-0.2879, 0.3565, -1.9551)

HOMO energy in eV: -14.59
Total charge: +1
Kohn-Sham gap in eV: 10.793
Multiplicity: 1

---

Q.
# C4H14N

A cluster of 2 separate species, C4H14N in total (wB97M-V/def2-TZVPD, the OMol25 dataset).

CARTESIAN COORDINATES (ANGSTROEM)
C (2.0446, 2.0408, 0.3353)
C (3.5551, 2.0418, 0.2645)
H (1.6881, 1.3804, -0.4665)
H (1.5812, 3.0203, 0.1178)
H (1.5088, 1.9526, 1.2842)
H (3.8496, 1.1661, 0.8761)
H (3.9700, 1.7467, -0.7101)
H (4.0321, 2.9566, 0.5954)
C (-3.2267, -0.9290, -0.0329)
N (-1.8285, -1.5077, 0.2933)
C (-0.9825, -1.9446, -0.8396)
H (-3.9407, -1.3980, 0.6412)
H (-3.2079, 0.1245, 0.2275)
H (-3.4579, -1.2570, -1.0466)
H (-2.0502, -2.3058, 0.8904)
H (-1.3860, -0.8331, 0.9158)
H (-0.0172, -2.3501, -0.4760)
H (-0.7313, -1.1054, -1.4898)
H (-1.4006, -2.7991, -1.3799)

HOMO energy in eV: -13.70
Total charge: +1
Kohn-Sham gap in eV: 9.953
Multiplicity: 1

---

The winner here is Q, beating the second structure by 67.1 kJ/mol.